Here is an isolated ion of composition C6H12NO and charge +1 at a distorted geometry from the OMol25 dataset. Energies are from ωB97M-V with the def2-TZVPD basis set.

XYZ file:
```
20
Properties=species:S:1:pos:R:3:forces:R:3
C -2.583672 -0.877872 0.115474 -1.51 -2.58 0.28
C -1.130371 -1.333069 0.397830 -0.80 1.65 -1.94
C -0.098879 -0.489202 -0.399228 2.25 -0.23 -0.92
O 1.054853 -1.358353 -0.534951 -0.90 -0.36 -1.12
C 2.170613 -0.770710 -0.111840 -0.61 -0.26 1.12
C 1.945207 0.349573 0.525551 1.74 -0.54 0.00
N 0.635298 0.809952 0.306901 -1.77 0.18 -0.58
C 0.786185 2.132364 -0.515396 0.89 -1.29 -0.47
H -2.972810 0.043091 0.508106 0.60 0.75 0.31
H -3.330053 -1.642956 0.584372 1.45 1.09 -0.86
H -2.802127 -0.896613 -0.963572 0.18 0.01 0.33
H -0.944607 -2.363555 0.063776 -0.23 0.38 -0.19
H -0.902861 -1.349214 1.427795 0.43 0.27 1.33
H -0.274906 -0.144530 -1.470828 -0.68 -0.33 1.63
H 3.059298 -1.336257 -0.130513 0.82 -0.52 -0.29
H 2.633355 0.937032 1.058163 0.62 0.69 0.48
H 0.180699 0.914555 1.227977 -0.12 0.69 -0.62
H 0.597545 2.001084 -1.596109 -0.19 -0.35 0.73
H 0.169848 2.828808 -0.073944 -1.76 1.51 0.63
H 1.807376 2.545866 -0.419561 -0.40 -0.77 0.15
```
Forces are in eV/Å.

E_tot: -365.4839 a.u.
Net charge: +1
LUMO level: -2.97 eV

Okay, here come the Mulliken numbers, in e, for every atom: number 1, C, carries -1.16; number 2, C, carries -0.52; number 3, C, carries 0.04; number 4, O, carries -0.37; number 5, C, carries -0.29; number 6, C, carries -0.55; number 7, N, carries 0.04; number 8, C, carries -0.80; number 9, H, carries 0.35; number 10, H, carries 0.32; number 11, H, carries 0.34; number 12, H, carries 0.33; number 13, H, carries 0.42; number 14, H, carries 0.33; number 15, H, carries 0.47; number 16, H, carries 0.58; number 17, H, carries 0.38; number 18, H, carries 0.29; number 19, H, carries 0.42; number 20, H, carries 0.36

Here is an isolated ion of composition C6H12NO2Si and charge -1 at a distorted geometry from the OMol25 dataset. Energies are from ωB97M-V with the def2-TZVPD basis set.

XYZ file:
```
22
Properties=species:S:1:pos:R:3:forces:R:3
C -3.260755 -1.582806 0.555563 -1.73 -1.41 2.03
C -2.081909 -1.040527 0.775149 2.01 -0.46 -0.01
N -1.320471 -0.456776 -0.220939 -0.18 2.22 -0.15
C -2.359330 0.607459 -1.060930 0.41 -0.35 0.69
O -2.626420 1.618504 -0.423611 0.27 -0.13 0.15
O -2.664631 0.167976 -2.141063 -0.20 -0.40 -0.99
Si 0.225893 0.332553 -0.017979 -0.01 0.57 0.95
C 1.579769 -0.833309 0.877354 -0.43 3.03 -0.99
C 0.644912 0.813135 -1.834054 -0.02 0.16 1.00
C 0.136273 2.055519 0.972584 2.68 0.83 -4.34
H -3.800126 -2.206532 1.274381 0.64 0.40 0.67
H -3.925139 -1.523992 -0.248023 -0.02 0.63 -1.92
H -1.540899 -1.158877 1.739731 -0.64 -0.25 -0.41
H 1.602736 -1.798786 0.489610 -0.32 -1.91 -0.36
H 2.501212 -0.371784 0.460667 -0.14 -0.06 0.70
H 1.547197 -0.774196 1.970101 0.08 -0.09 -0.31
H 0.998144 -0.095323 -2.298486 -0.45 -0.44 -0.57
H -0.308757 1.211359 -2.246441 0.78 -0.51 -0.09
H 1.464577 1.515426 -2.011916 -0.19 0.26 0.40
H -0.140847 2.064484 1.981576 -0.66 0.19 1.30
H 1.143358 2.695873 0.784020 -1.70 -1.72 0.86
H -0.497535 2.626396 0.233313 -0.18 -0.56 1.39
```
Forces are in eV/Å.

E_tot: -730.6050 a.u.
Net charge: -1
LUMO level: 3.67 eV

Okay, here come the Mulliken numbers, in e, for every atom: number 1, C, carries -0.90; number 2, C, carries -0.01; number 3, N, carries 0.12; number 4, C, carries 0.32; number 5, O, carries -0.64; number 6, O, carries -0.63; number 7, Si, carries 0.33; number 8, C, carries -1.13; number 9, C, carries -1.09; number 10, C, carries -0.99; number 11, H, carries 0.25; number 12, H, carries 0.33; number 13, H, carries 0.23; number 14, H, carries 0.37; number 15, H, carries 0.27; number 16, H, carries 0.31; number 17, H, carries 0.28; number 18, H, carries 0.31; number 19, H, carries 0.38; number 20, H, carries 0.40; number 21, H, carries 0.23; number 22, H, carries 0.27

Here is C6H12NO3S as an isolated structure at a distorted geometry from the OMol25 dataset. Energies are from ωB97M-V with the def2-TZVPD basis set.

XYZ file:
```
23
Properties=species:S:1:pos:R:3:forces:R:3
C 1.867133 0.173178 0.353986 -0.75 -0.54 0.32
C -1.844997 -0.454133 -0.012844 0.12 0.00 1.77
C 1.932505 0.334769 1.822974 1.46 -1.11 -0.18
C -2.841879 -0.474191 1.061376 -0.50 2.12 1.23
C 0.279666 1.546246 -1.796374 1.56 0.80 -1.69
C 0.496735 -0.274911 -0.198776 2.95 -3.99 -1.66
N 0.385789 0.086826 -1.624192 -2.48 -1.83 -1.92
O 2.757653 0.401764 -0.421377 -0.47 -0.19 -0.01
O -1.948437 -0.764378 -1.145057 -1.07 -0.46 -2.03
O -0.611186 -0.140804 0.493332 -0.14 1.51 1.41
S 0.813686 -2.575902 -0.338921 -0.17 2.33 0.01
H 1.003938 0.383477 2.320913 -1.02 -0.72 0.58
H 2.739933 -0.280724 2.291863 -0.95 0.24 -0.34
H 2.286388 1.308416 1.873015 1.03 2.12 0.47
H -2.407247 -0.549146 2.069019 -0.11 -0.41 -0.57
H -3.574644 -1.167193 0.813639 -0.96 -2.00 -0.16
H -3.534684 0.402617 1.136782 1.08 0.04 -0.50
H -0.407473 2.029042 -1.143704 -1.03 -0.24 0.62
H 1.285438 1.871054 -1.407149 -0.89 0.48 -1.51
H -0.072743 1.742719 -2.890799 1.28 -0.02 2.01
H 1.011504 -0.359200 -2.365456 -0.13 0.75 1.97
H -0.590340 -0.362124 -1.864914 1.23 0.64 0.38
H 0.973265 -2.877408 0.972661 -0.05 0.47 -0.21
```
Forces are in eV/Å.

E_tot: -914.1563 a.u.
Net charge: +1
LUMO level: -5.01 eV

Okay, here come the Mulliken numbers, in e, for every atom: number 1, C, carries 0.65; number 2, C, carries 0.94; number 3, C, carries -1.22; number 4, C, carries -1.22; number 5, C, carries -0.80; number 6, C, carries -0.01; number 7, N, carries -0.18; number 8, O, carries -0.51; number 9, O, carries -0.54; number 10, O, carries -0.27; number 11, S, carries -0.10; number 12, H, carries 0.37; number 13, H, carries 0.32; number 14, H, carries 0.39; number 15, H, carries 0.32; number 16, H, carries 0.41; number 17, H, carries 0.33; number 18, H, carries 0.31; number 19, H, carries 0.36; number 20, H, carries 0.35; number 21, H, carries 0.42; number 22, H, carries 0.49; number 23, H, carries 0.19

Here is an isolated ion of composition C6H12NOS2 and charge +1 at a distorted geometry from the OMol25 dataset. Energies are from ωB97M-V with the def2-TZVPD basis set.

XYZ file:
```
22
Properties=species:S:1:pos:R:3:forces:R:3
C -2.740773 -1.479751 0.012598 0.51 3.17 -0.22
S -1.136615 -1.080201 0.772246 0.01 -0.43 0.07
C -0.482280 0.284986 -0.162650 -1.04 1.65 -1.42
S -1.513702 1.888615 0.076350 1.45 -1.31 -0.20
N 0.998211 0.412549 0.005109 0.71 -2.03 -1.30
C 1.388277 0.612355 1.378050 3.91 -0.64 1.30
C 1.815779 1.235574 -1.004444 0.30 0.66 1.25
C 2.734648 0.042411 -1.310408 0.78 0.03 -1.08
O 3.736968 -0.072470 -1.976223 -2.18 0.02 1.72
C 1.729130 -0.906168 -0.585697 0.72 2.36 0.64
H -3.017861 -2.188177 0.669798 -1.34 -2.49 2.44
H -2.796835 -1.927309 -0.917227 0.84 -0.81 -2.14
H -3.497195 -0.689459 0.002732 0.48 0.23 0.41
H -0.505777 0.074622 -1.230075 -0.78 0.07 -0.14
H -1.556626 1.720054 1.405638 -0.13 0.07 0.02
H 2.393485 1.165779 1.413897 -1.50 -0.66 -0.07
H 0.677809 1.180951 1.888714 -1.10 0.85 0.82
H 1.622331 -0.358721 1.910235 -0.80 1.04 -0.60
H 2.199577 2.153716 -0.521671 -0.13 -0.46 -0.57
H 1.201196 1.439553 -1.851200 -0.44 0.39 -0.71
H 1.080068 -1.409744 -1.252648 -0.63 -0.69 -0.52
H 2.060916 -1.440510 0.268153 0.38 -1.00 0.29
```
Forces are in eV/Å.

E_tot: -1161.8467 a.u.
Net charge: +1
LUMO level: -3.59 eV

Okay, here come the Mulliken numbers, in e, for every atom: number 1, C, carries -0.99; number 2, S, carries 0.08; number 3, C, carries -0.75; number 4, S, carries -0.03; number 5, N, carries 0.26; number 6, C, carries -0.76; number 7, C, carries -0.61; number 8, C, carries 0.66; number 9, O, carries -0.46; number 10, C, carries -0.56; number 11, H, carries 0.40; number 12, H, carries 0.39; number 13, H, carries 0.31; number 14, H, carries 0.49; number 15, H, carries 0.17; number 16, H, carries 0.39; number 17, H, carries 0.33; number 18, H, carries 0.30; number 19, H, carries 0.35; number 20, H, carries 0.34; number 21, H, carries 0.36; number 22, H, carries 0.34

Here is one molecule with the formula C6H12NP at a distorted geometry from the OMol25 dataset. Energies are from ωB97M-V with the def2-TZVPD basis set.

XYZ file:
```
20
Properties=species:S:1:pos:R:3:forces:R:3
H 2.990368 -1.431566 0.642171 -0.31 -0.22 -0.36
P 3.013967 -0.031085 0.452012 -0.06 0.50 -0.16
C 1.416774 0.264394 -0.102239 -1.43 -1.62 -0.05
C 0.768030 1.696091 0.054490 1.16 -1.45 -1.50
C -0.604960 1.541743 -0.664548 -0.02 0.92 0.75
C -0.983530 0.090392 -0.432841 2.16 -0.01 1.15
C -1.575951 -0.010877 0.958191 -0.86 0.64 2.11
N 0.376041 -0.641172 -0.441494 0.14 3.02 -0.10
C 0.283345 -2.091025 -0.541226 -3.06 1.26 -0.02
H 0.858033 1.721045 1.114606 -1.18 0.55 1.07
H 1.429096 2.537989 -0.239315 -0.46 -0.67 -0.45
H -1.381773 2.274400 -0.308108 0.69 -0.84 -0.17
H -0.505825 1.695570 -1.724134 0.38 0.29 -0.48
H -1.450398 -0.377599 -1.253919 -1.40 -0.21 -0.68
H -1.013102 0.722221 1.582820 0.08 -0.70 -0.32
H -1.408105 -0.993689 1.452948 -0.49 0.54 -0.48
H -2.623427 0.412111 1.204036 1.20 -1.16 -1.18
H 0.841600 -2.608126 -1.267801 1.48 -0.12 -0.78
H 0.377926 -2.504402 0.435726 0.18 -0.81 0.69
H -0.808108 -2.266421 -0.921374 1.80 0.09 0.96
```
Forces are in eV/Å.

E_tot: -631.8442 a.u.
Net charge: 0
LUMO level: 0.87 eV

Okay, here come the Mulliken numbers, in e, for every atom: number 1, H, carries -0.07; number 2, P, carries -0.17; number 3, C, carries 0.18; number 4, C, carries -0.82; number 5, C, carries -0.79; number 6, C, carries -0.15; number 7, C, carries -1.08; number 8, N, carries 0.03; number 9, C, carries -1.06; number 10, H, carries 0.37; number 11, H, carries 0.42; number 12, H, carries 0.29; number 13, H, carries 0.33; number 14, H, carries 0.60; number 15, H, carries 0.27; number 16, H, carries 0.29; number 17, H, carries 0.31; number 18, H, carries 0.36; number 19, H, carries 0.40; number 20, H, carries 0.30

Here is an isolated ion of composition C6H12NS and charge +1 at a distorted geometry from the OMol25 dataset. Energies are from ωB97M-V with the def2-TZVPD basis set.

XYZ file:
```
20
Properties=species:S:1:pos:R:3:forces:R:3
C -1.028508 -0.166474 0.139803 0.52 0.09 0.26
C -1.894565 0.767164 0.428980 -0.27 -1.66 1.05
C -0.754794 -1.581229 0.260575 -0.72 -2.37 0.83
C 1.735757 -1.271978 -0.444519 -3.92 1.45 0.12
C 1.724211 0.150846 -0.646104 -0.76 3.32 -0.22
C -1.659935 2.197336 0.151630 -0.45 -0.55 -1.08
N 0.645555 -1.837989 0.662241 1.89 -1.71 -0.31
S 2.570145 1.287980 0.423786 -0.55 -0.39 -0.77
H -2.750449 0.321841 0.984955 0.05 0.87 -0.34
H -1.199816 -2.279838 1.124834 -0.49 1.85 -1.82
H -0.893815 -2.074080 -0.731133 -0.05 0.07 0.81
H 1.167219 -1.646062 -1.270115 0.68 -0.94 -0.93
H 2.562424 -1.751627 -0.098625 2.72 -1.20 0.35
H 1.183590 0.700335 -1.510734 1.00 -1.65 1.48
H -1.665084 2.829339 0.985657 -0.78 0.77 1.51
H -2.348524 2.555544 -0.624780 0.44 0.14 0.17
H -0.630185 2.216719 -0.104758 0.87 0.43 -1.12
H 0.785097 -1.556571 1.638768 0.24 0.39 -0.31
H 0.849799 -2.898734 0.652400 -0.64 1.92 0.08
H 2.181386 2.455027 -0.186915 0.19 -0.81 0.24
```
Forces are in eV/Å.

E_tot: -688.3154 a.u.
Net charge: +1
LUMO level (spin up / spin down): -4.50 / -4.23 eV

Okay, here come the Mulliken numbers, in e, for every atom: number 1, C, carries 0.10; number 2, C, carries 0.01; number 3, C, carries -0.76; number 4, C, carries -0.61; number 5, C, carries -0.27; number 6, C, carries -0.91; number 7, N, carries -0.34; number 8, S, carries -0.11; number 9, H, carries 0.33; number 10, H, carries 0.37; number 11, H, carries 0.27; number 12, H, carries 0.24; number 13, H, carries 0.52; number 14, H, carries 0.40; number 15, H, carries 0.35; number 16, H, carries 0.30; number 17, H, carries 0.13; number 18, H, carries 0.39; number 19, H, carries 0.40; number 20, H, carries 0.18

| no. | molecular weight (Da) |
| --- | --- |
| 1 | 114.17 |
| 2 | 158.25 |
| 3 | 178.23 |
| 4 | 178.30 |
| 5 | 129.14 |
| 6 | 130.24 |